{"formula": "C3H6O2S", "method": "wB97M-V/def2-TZVPD", "species": ["O", "C", "C", "O", "C", "S", "H", "H", "H", "H", "H", "H"], "positions_angstrom": [[-2.2684, -1.0137, -0.5137], [-1.7425, -0.0889, 0.0929], [-0.3082, 0.3548, 0.2409], [-0.2411, 1.5688, -0.5627], [0.6204, -0.7183, -0.2741], [2.3726, -0.3040, -0.2812], [-2.4124, 0.6580, 0.5068], [-0.1125, 0.5324, 1.2961], [0.7060, 1.8100, -0.5701], [0.4107, -1.6104, 0.3545], [0.4207, -0.9696, -1.3330], [2.5547, -0.2191, 1.0436]], "nbo_charge": [-0.493, 0.435, -0.027, -0.708, -0.555, -0.025, 0.111, 0.183, 0.485, 0.230, 0.249, 0.116], "e_tot_ev": -18137.542, "de_lowest_kj_mol": 135.6, "gap_ev": 10.167}



{"formula": "C26H49NO5PS", "method": "wB97M-V/def2-TZVPD", "species": ["C", "C", "C", "N", "P", "S", "C", "C", "C", "C", "C", "C", "C", "C", "C", "C", "C", "C", "C", "C", "C", "O", "C", "C", "O", "C", "O", "C", "O", "C", "C", "O", "C", "C", "H", "H", "H", "H", "H", "H", "H", "H", "H", "H", "H", "H", "H", "H", "H", "H", "H", "H", "H", "H", "H", "H", "H", "H", "H", "H", "H", "H", "H", "H", "H", "H", "H", "H", "H", "H", "H", "H", "H", "H", "H", "H", "H", "H", "H", "H", "H", "H", "H"], "positions_angstrom": [[0.6174, -0.6810, 3.6348], [1.0986, -1.4637, 2.6876], [0.3290, -1.8289, 1.4494], [0.7990, -1.2961, 0.0945], [2.6588, -1.6684, 0.1880], [3.1613, -3.4471, 0.6674], [-0.0285, -1.9694, -1.0719], [0.9249, -2.3886, -2.2025], [0.6128, -2.5427, -3.4815], [-0.8299, -3.3035, -0.7816], [0.0775, -4.5392, -0.5715], [-1.9588, -3.4859, 0.2729], [-3.0174, -2.4242, 0.5785], [-0.8683, -0.7596, -1.6378], [-2.1335, -1.0720, -2.4342], [-0.8138, 0.4784, -0.6717], [-1.8755, 0.5395, 0.4338], [-2.0038, 1.8468, 1.2590], [-1.8115, 1.6594, 2.7693], [-0.9401, 1.7675, -1.5366], [-2.2971, 2.3998, -1.8429], [-3.3386, 1.4652, -2.1163], [-4.5880, 2.0394, -2.2019], [-5.6382, 1.2125, -1.5121], [-4.7682, 3.0726, -2.7704], [0.6427, 0.2190, -0.1563], [0.8204, 0.8356, 1.0906], [1.7423, 0.7980, -1.1062], [2.9056, 1.1414, -0.4179], [3.2934, 2.5107, -0.4427], [4.7779, 2.5732, -0.1373], [5.0479, 2.1858, 1.1830], [5.2092, 3.2622, 2.1031], [4.8212, 2.7693, 3.4855], [1.2741, -0.2865, 4.3996], [-0.4330, -0.4192, 3.6933], [2.0520, -1.9505, 2.8640], [0.3626, -2.9056, 1.3323], [-0.7192, -1.5838, 1.5833], [3.0037, -0.6328, 1.0501], [3.1218, -1.2977, -1.0641], [1.9118, -2.7465, -1.9272], [1.3951, -2.5442, -4.2301], [-0.3908, -2.7268, -3.8440], [-1.2995, -3.5005, -1.7461], [0.5806, -4.5514, 0.3917], [-0.5885, -5.4061, -0.5559], [0.7680, -4.7197, -1.3904], [-1.5016, -3.7938, 1.2171], [-2.4788, -4.3865, -0.0599], [-3.9835, -2.9113, 0.7203], [-3.1514, -1.6737, -0.1931], [-2.8256, -1.9144, 1.5252], [-0.1838, -0.3835, -2.4010], [-3.0542, -0.9172, -1.8795], [-2.1867, -0.3928, -3.2844], [-2.1376, -2.0759, -2.8489], [-2.8385, 0.3663, -0.0458], [-1.7786, -0.2683, 1.1538], [-1.3092, 2.6256, 0.9327], [-3.0079, 2.2520, 1.1180], [-2.3116, 0.7595, 3.1305], [-2.2146, 2.5217, 3.3019], [-0.7513, 1.6153, 3.0242], [-0.3833, 1.6449, -2.4673], [-0.4048, 2.5768, -1.0214], [-2.6122, 3.0596, -1.0323], [-2.1657, 3.0573, -2.7055], [-5.2732, 0.9198, -0.5266], [-6.5593, 1.7809, -1.4409], [-5.7902, 0.2916, -2.0794], [0.6598, 1.7800, 0.9693], [1.9775, 0.1066, -1.9233], [1.3218, 1.6666, -1.6027], [2.7546, 3.0469, 0.3498], [3.1071, 2.9647, -1.4215], [5.1484, 3.5758, -0.3796], [5.2885, 1.8833, -0.8156], [4.5635, 4.0947, 1.7969], [6.2418, 3.6249, 2.0767], [5.1283, 1.7257, 3.5733], [3.7376, 2.7989, 3.6064], [5.3070, 3.3432, 4.2721]], "mulliken_charge": [-0.907, -0.701, 0.022, 0.861, 0.089, -0.228, 2.357, -1.330, -1.187, 0.093, -1.823, -1.383, -1.262, -0.033, -1.834, 2.611, 0.277, -0.953, -1.456, -1.752, -1.485, -0.084, 0.647, -0.991, -0.535, 0.466, -0.619, -2.107, -0.001, 0.067, -0.902, -0.306, -0.243, -1.139, 0.257, 0.331, 0.485, 0.688, -0.629, 0.161, 0.195, 0.337, 0.354, 0.256, 0.463, 0.369, 0.575, 0.301, 0.324, 0.728, 0.493, 0.147, 0.249, 0.908, -0.067, 0.424, 0.583, 0.499, -1.201, 0.260, 0.614, 0.283, 0.542, 0.151, 0.735, 0.525, 0.529, 0.459, 0.217, 0.364, 0.295, 0.661, 0.164, 1.004, 0.072, 0.317, 0.455, 0.333, 0.339, 0.347, 0.279, 0.211, 0.387], "e_tot_ev": -59597.904, "de_lowest_kj_mol": 0.0, "gap_ev": 10.038, "charge": 1}



{"formula": "C20H22N2O4S", "method": "wB97M-V/def2-TZVPD", "species": ["C", "O", "C", "C", "C", "N", "C", "C", "C", "C", "C", "O", "C", "O", "C", "O", "C", "C", "C", "C", "N", "C", "S", "C", "C", "C", "C", "H", "H", "H", "H", "H", "H", "H", "H", "H", "H", "H", "H", "H", "H", "H", "H", "H", "H", "H", "H", "H", "H"], "positions_angstrom": [[1.0810, -4.9340, -3.4992], [1.1756, -4.2164, -2.2967], [1.9706, -3.0625, -2.4072], [1.9978, -2.2772, -1.0834], [2.3832, -3.1675, 0.0968], [0.7673, -1.5348, -0.8824], [0.6613, -0.1970, -1.2220], [1.7842, 0.6116, -1.7729], [-0.6061, 0.2171, -0.9565], [-1.3255, -0.9011, -0.4465], [-2.7105, -0.9280, -0.0423], [-3.3643, -1.9321, 0.1700], [-3.3835, 0.4433, 0.1108], [-2.6321, 1.2693, 0.9922], [-2.3550, 2.5147, 0.6023], [-2.7265, 2.9998, -0.4405], [-1.5255, 3.2389, 1.5985], [-0.9463, 2.5737, 2.6881], [-0.1730, 3.2533, 3.6003], [0.0290, 4.6223, 3.4311], [0.7622, 5.4337, 4.2456], [0.7618, 6.6387, 3.8327], [-0.1402, 6.9713, 2.3714], [-0.5585, 5.2846, 2.3255], [-1.3309, 4.6008, 1.4075], [-0.4349, -1.9757, -0.4301], [-0.7254, -3.3573, 0.0225], [0.4523, -5.7984, -3.2969], [2.0685, -5.2699, -3.8392], [0.6236, -4.3262, -4.2892], [1.5803, -2.4117, -3.2061], [3.0023, -3.3457, -2.6730], [2.7805, -1.5204, -1.1971], [2.1968, -2.6477, 1.0328], [1.8289, -4.0982, 0.0817], [3.4436, -3.3998, 0.0351], [1.4158, 1.6122, -1.9826], [2.1726, 0.1886, -2.6998], [2.6060, 0.6980, -1.0603], [-0.9849, 1.2010, -1.1440], [-3.4759, 0.9356, -0.8647], [-4.3799, 0.2953, 0.5390], [-1.1159, 1.5146, 2.7973], [0.2794, 2.7558, 4.4429], [1.2783, 7.4363, 4.3304], [-1.7824, 5.0922, 0.5599], [-0.3184, -4.0822, -0.6765], [-1.8030, -3.4778, 0.0838], [-0.3045, -3.5413, 1.0109]], "nbo_charge": [-0.243, -0.551, -0.061, -0.049, -0.621, -0.340, 0.141, -0.646, -0.264, -0.272, 0.554, -0.561, -0.175, -0.501, 0.776, -0.606, -0.100, -0.183, -0.203, 0.104, -0.413, -0.076, 0.372, -0.237, -0.173, 0.268, -0.688, 0.199, 0.166, 0.170, 0.176, 0.169, 0.219, 0.221, 0.230, 0.217, 0.238, 0.211, 0.214, 0.225, 0.228, 0.212, 0.236, 0.230, 0.216, 0.242, 0.245, 0.269, 0.217], "e_tot_ev": -43102.841, "de_lowest_kj_mol": 198.7, "gap_ev": 8.125}



{"formula": "C22H18IN3O3Pd", "method": "wB97M-V/def2-TZVPD", "species": ["Pd", "C", "C", "O", "C", "C", "C", "C", "C", "C", "O", "H", "H", "H", "H", "H", "H", "H", "O", "C", "C", "C", "C", "C", "C", "C", "N", "C", "C", "N", "H", "H", "H", "H", "H", "H", "H", "I", "C", "C", "C", "C", "C", "N", "H", "H", "H", "H"], "positions_angstrom": [[-0.2000, 0.0533, 0.1246], [4.7271, 0.1352, 0.4317], [3.3605, -0.4812, 0.3662], [2.3637, 0.1916, 0.5315], [3.2349, -1.9542, 0.0869], [4.3500, -2.7406, 0.0690], [4.2828, -4.1381, -0.1552], [3.0529, -4.7708, -0.3573], [1.9087, -4.0264, -0.3500], [1.9352, -2.5850, -0.1562], [0.8420, -1.9750, -0.2317], [4.6175, 1.2075, 0.5648], [5.2958, -0.0675, -0.4765], [5.2926, -0.2711, 1.2726], [5.3232, -2.3017, 0.2375], [5.1970, -4.7155, -0.1665], [3.0167, -5.8390, -0.5200], [0.9396, -4.4793, -0.5115], [-1.7963, 1.4107, -0.4362], [-3.0400, 1.4463, -0.2982], [-3.7183, 2.7168, -0.4315], [-5.0686, 2.7914, -0.3158], [-5.8084, 1.6182, -0.0462], [-5.1774, 0.3826, 0.1079], [-3.8109, 0.2612, -0.0164], [-3.1331, -1.0177, 0.1169], [-1.8290, -1.2772, 0.2415], [-1.7031, -2.6442, 0.3678], [-2.9276, -3.2141, 0.3060], [-3.8104, -2.1810, 0.1468], [-3.1004, 3.5810, -0.6326], [-5.5816, 3.7373, -0.4190], [-6.8840, 1.6766, 0.0495], [-5.7928, -0.4739, 0.3485], [-0.7513, -3.1136, 0.4993], [-3.2422, -4.2411, 0.3535], [-4.8067, -2.2830, 0.0455], [-0.2336, 1.6721, 2.4227], [0.5572, 2.8223, 0.8706], [0.9105, 4.1428, 1.0483], [1.4872, 4.7800, -0.0433], [1.6772, 4.0773, -1.2256], [1.2738, 2.7590, -1.2974], [0.7102, 2.1375, -0.2555], [0.7513, 4.6507, 1.9876], [1.7881, 5.8163, 0.0350], [2.1347, 4.5442, -2.0857], [1.3851, 2.1794, -2.2040]], "nbo_charge": [1.125, -0.725, 0.595, -0.585, -0.157, -0.164, -0.050, -0.224, -0.111, 0.428, -0.581, 0.255, 0.250, 0.255, 0.244, 0.248, 0.255, 0.227, -0.593, 0.442, -0.224, -0.167, -0.135, -0.137, -0.149, 0.382, -0.446, -0.056, -0.013, -0.472, 0.242, 0.251, 0.245, 0.209, 0.251, 0.257, 0.447, 0.310, 0.095, -0.262, -0.110, -0.232, 0.064, -0.478, 0.259, 0.252, 0.255, 0.228], "e_tot_ev": -45280.520, "gap_ev": [2.303, 2.285], "charge": 2}



{"formula": "C7H22N5P", "method": "wB97M-V/def2-TZVPD", "species": ["C", "N", "N", "P", "N", "C", "C", "N", "C", "C", "N", "C", "C", "H", "H", "H", "H", "H", "H", "H", "H", "H", "H", "H", "H", "H", "H", "H", "H", "H", "H", "H", "H", "H", "H"], "positions_angstrom": [[-0.9287, 2.2392, 2.7937], [-1.4275, 0.9639, 2.2931], [-1.2386, 0.7699, 0.8831], [-0.1450, 0.0247, 0.0568], [-0.9396, -0.0342, -1.4141], [-2.3805, -0.2364, -1.4341], [-0.2537, -0.3657, -2.6090], [1.2848, 0.7994, -0.2648], [2.4043, 0.5372, 0.5837], [1.3745, 1.8625, -1.2051], [0.4297, -1.4994, 0.5352], [-0.5296, -2.3019, 1.3073], [1.3002, -2.2628, -0.4189], [-1.3795, 3.1009, 2.2567], [-1.2487, 2.3866, 3.7910], [0.1080, 2.2354, 2.8840], [-2.4248, 0.9801, 2.3823], [-2.8741, 0.3349, -2.2923], [-2.5563, -1.2558, -1.7342], [-2.6633, 0.0544, -0.4629], [0.7603, -0.5654, -2.4357], [-0.7147, -1.3196, -3.0999], [-0.3825, 0.3179, -3.3427], [1.9738, -0.0197, 1.4678], [3.1289, 0.0405, -0.0132], [2.8152, 1.5228, 0.8884], [0.3906, 2.1278, -1.4643], [2.0184, 2.6613, -0.6283], [1.9176, 1.5658, -2.1755], [-0.9683, -1.5125, 1.9053], [-1.3398, -2.7538, 0.8257], [0.1352, -2.7996, 2.0462], [2.0710, -1.7896, -0.9268], [1.6221, -3.0748, 0.1825], [0.6605, -2.7341, -1.1609]], "nbo_charge": [-0.413, -0.472, -1.004, 2.284, -0.789, -0.404, -0.385, -0.814, -0.403, -0.390, -0.797, -0.440, -0.409, 0.167, 0.191, 0.186, 0.338, 0.178, 0.166, 0.256, 0.201, 0.163, 0.182, 0.235, 0.180, 0.184, 0.225, 0.188, 0.171, 0.242, 0.192, 0.204, 0.206, 0.200, 0.180], "e_tot_ev": -24352.123, "de_lowest_kj_mol": 0.0, "gap_ev": 8.051}



{"formula": "C5H13N2", "method": "wB97M-V/def2-TZVPD", "species": ["C", "C", "C", "C", "C", "N", "N", "H", "H", "H", "H", "H", "H", "H", "H", "H", "H", "H", "H", "H"], "positions_angstrom": [[-0.7469, -1.0674, -1.1084], [-1.4395, 0.2948, -0.9965], [-0.1573, -0.7866, 0.2511], [2.6119, 0.1494, -0.4630], [-0.3617, 1.6810, 0.8311], [-0.1188, -1.6995, 1.2822], [-1.0093, 0.4295, 0.4322], [-1.4295, -1.9200, -1.1358], [-0.0312, -1.1637, -1.9232], [-0.9892, 1.0744, -1.6084], [-2.5189, 0.3064, -1.1259], [2.2785, 0.8333, -1.2123], [2.9125, -0.8355, -0.7464], [2.8924, 0.5217, 0.5013], [0.4644, 1.8885, 0.1502], [-1.0802, 2.5021, 0.8011], [0.0378, 1.5885, 1.8412], [0.1457, -2.6341, 1.0042], [0.3245, -1.4100, 2.1449], [-1.7852, 0.2471, 1.0804]], "nbo_charge": [-0.490, -0.200, 0.356, -0.503, -0.416, -0.807, -0.397, 0.237, 0.254, 0.235, 0.241, 0.168, 0.182, 0.176, 0.238, 0.237, 0.234, 0.417, 0.406, 0.432], "e_tot_ev": -8365.624, "de_lowest_kj_mol": 500.4, "gap_ev": [8.276, 8.931], "charge": 1}